{"formula": "C2HN4S3", "method": "ωB97M-V/def2-TZVPD", "symbols": ["C", "C", "N", "N", "N", "N", "S", "S", "S", "H"], "positions_angstrom": [[-1.230, 0.671, -0.097], [1.993, -1.426, 0.107], [-1.061, 1.958, -0.090], [0.220, 2.150, 0.345], [0.725, 1.013, 0.650], [-0.139, 0.039, 0.374], [-2.633, -0.233, -0.676], [1.584, -2.732, 0.884], [2.440, -0.222, -0.804], [-1.899, -1.217, -0.692]], "nbo_charge": [0.11, -0.31, -0.41, -0.16, -0.17, -0.44, -0.01, 0.07, 0.21, 0.11], "e_above_lowest_ev": 0.855, "e_lumo_ev": 3.1, "total_charge": -1, "total_energy_ha": -1490.3980, "gap_ev": 7.74}

***

{"formula": "C2H5Cl2P", "method": "ωB97M-V/def2-TZVPD", "symbols": ["C", "C", "P", "Cl", "Cl", "H", "H", "H", "H", "H"], "positions_angstrom": [[-0.972, 2.538, -0.435], [-0.243, -1.768, 0.165], [0.426, -0.079, 0.400], [1.574, -0.504, 1.900], [1.808, -0.360, -1.014], [-0.706, 2.786, -1.446], [-0.752, 3.477, 0.178], [-1.043, -1.985, 0.891], [-0.695, -1.624, -0.765], [0.603, -2.481, 0.127]], "nbo_charge": [-0.22, -0.95, 0.87, -0.27, -0.30, 0.08, 0.09, 0.24, 0.23, 0.24], "e_above_lowest_ev": 3.845, "e_lumo_ev": [-0.8, -0.8], "total_energy_ha": -1340.7960, "gap_ev": [7.91, 8.29]}

***

{"formula": "C43H38N4P2Ti", "method": "ωB97M-V/def2-TZVPD", "symbols": ["Ti", "C", "N", "P", "C", "C", "C", "C", "C", "C", "C", "C", "C", "C", "C", "C", "P", "C", "C", "C", "C", "C", "C", "C", "C", "C", "C", "C", "C", "H", "H", "H", "H", "H", "H", "H", "H", "H", "H", "H", "H", "H", "H", "H", "H", "H", "H", "H", "H", "H", "H", "H", "C", "C", "N", "C", "C", "C", "C", "C", "C", "C", "C", "C", "N", "C", "H", "H", "H", "H", "H", "H", "H", "H", "C", "C", "C", "C", "N", "C", "C", "H", "H", "H", "H", "H", "H", "H"], "positions_angstrom": [[0.725, 0.261, -0.035], [-3.458, -0.072, 1.503], [-2.103, -0.016, 0.887], [-1.254, -1.350, 0.245], [-2.305, -2.247, -0.869], [-2.176, -3.644, -0.926], [-3.009, -4.378, -1.753], [-3.967, -3.734, -2.526], [-4.097, -2.348, -2.476], [-3.266, -1.607, -1.660], [-0.625, -2.510, 1.451], [0.691, -2.942, 1.276], [1.235, -3.902, 2.116], [0.458, -4.426, 3.142], [-0.857, -4.008, 3.321], [-1.407, -3.062, 2.471], [-1.461, 1.390, 0.207], [-0.448, 2.353, 1.311], [-0.635, 2.719, 2.644], [0.370, 3.421, 3.290], [1.560, 3.747, 2.630], [1.760, 3.392, 1.308], [0.750, 2.695, 0.647], [-2.627, 2.351, -0.703], [-3.067, 3.551, -0.120], [-4.027, 4.314, -0.762], [-4.526, 3.906, -1.991], [-4.056, 2.742, -2.600], [-3.105, 1.967, -1.966], [-3.682, -1.097, 1.786], [-4.203, 0.265, 0.783], [-3.491, 0.555, 2.393], [-1.440, -4.162, -0.326], [-2.919, -5.455, -1.787], [-4.623, -4.313, -3.162], [-4.860, -1.858, -3.065], [-3.407, -0.537, -1.596], [1.307, -2.561, 0.457], [2.246, -4.254, 1.967], [0.870, -5.182, 3.798], [-1.458, -4.438, 4.110], [-2.442, -2.775, 2.603], [-1.548, 2.469, 3.169], [0.230, 3.740, 4.314], [2.320, 4.309, 3.158], [2.661, 3.689, 0.787], [0.843, 2.560, -0.446], [-2.674, 3.886, 0.832], [-4.383, 5.228, -0.309], [-5.274, 4.505, -2.492], [-4.427, 2.456, -3.574], [-2.711, 1.093, -2.471], [1.222, -0.361, 4.374], [0.663, -0.204, 3.106], [1.391, -0.008, 2.009], [2.747, 0.063, 2.150], [3.394, -0.088, 3.382], [2.588, -0.315, 4.516], [4.823, 0.006, 3.448], [5.551, 0.260, 2.337], [4.908, 0.431, 1.065], [5.620, 0.716, -0.117], [4.934, 0.884, -1.296], [3.546, 0.754, -1.299], [2.836, 0.470, -0.202], [3.515, 0.317, 0.976], [0.570, -0.522, 5.221], [-0.410, -0.255, 2.973], [3.051, -0.445, 5.486], [5.306, -0.126, 4.407], [6.629, 0.337, 2.386], [6.698, 0.807, -0.087], [5.446, 1.114, -2.220], [2.990, 0.889, -2.217], [0.774, -0.302, -6.376], [0.740, -0.149, -4.898], [1.196, -1.163, -4.044], [1.134, -0.990, -2.682], [0.633, 0.126, -2.104], [0.191, 1.111, -2.922], [0.236, 1.009, -4.291], [1.552, -0.995, -6.690], [0.910, 0.657, -6.873], [-0.187, -0.711, -6.707], [1.610, -2.079, -4.444], [1.509, -1.764, -2.016], [-0.204, 2.003, -2.447], [-0.121, 1.836, -4.891]], "lowdin_charge": [1.00, -0.05, -0.46, 0.98, -0.33, -0.05, -0.02, 0.00, -0.03, -0.08, -0.41, -0.13, -0.03, -0.01, -0.02, -0.05, 0.96, -0.38, -0.04, 0.01, 0.01, -0.02, -0.18, -0.34, -0.05, -0.01, 0.01, -0.02, -0.10, 0.09, 0.10, 0.09, 0.11, 0.13, 0.13, 0.13, 0.07, 0.09, 0.13, 0.13, 0.13, 0.11, 0.13, 0.14, 0.14, 0.14, 0.10, 0.11, 0.13, 0.14, 0.13, 0.09, 0.03, -0.10, 0.01, -0.14, -0.10, 0.08, 0.04, 0.04, -0.10, 0.08, 0.03, -0.07, 0.00, -0.14, 0.14, 0.11, 0.15, 0.14, 0.14, 0.15, 0.14, 0.12, 0.01, -0.19, 0.04, -0.11, -0.13, -0.11, 0.04, 0.11, 0.11, 0.12, 0.15, 0.13, 0.11, 0.15], "e_above_lowest_ev": 0.369, "e_lumo_ev": -12.8, "total_charge": 4, "total_energy_ha": -3411.2934, "gap_ev": 6.32}